Record 1
Computed, not measured: a cluster of 2 separate species, CH3Cl2FSi in total in a non-equilibrium geometry, with the ωB97M-V functional and the def2-TZVPD basis.

Cartesian coordinates (Å):
C: -0.3311 1.0344 0.6880
F: -2.1639 -1.2191 1.1174
Si: -1.6260 -0.0822 0.2407
Cl: -2.8839 0.0593 -1.2969
Cl: 3.8368 -1.2057 -0.6082
H: 3.2306 -1.6466 -1.6791
H: 0.0664 1.2519 1.5724
H: -0.1291 1.8080 -0.0343

Cartesian forces (eV/Å) of the 3 atoms listed first:
C -1.2 1.7 -1.9
F -1.4 -1.0 2.8
Si 2.6 -2.7 -3.7

The spin multiplicity is 3.

Atomic charges from the Mulliken analysis, expressed in e, are listed below:
1. C -0.81
2. F -0.13
3. Si 0.30
4. Cl -0.16
5. Cl -0.26
6. H 0.25
7. H 0.45
8. H 0.36

Record 2
Computed, not measured: the molecule C3H5N3O in a non-equilibrium geometry, with the ωB97M-V functional and the def2-TZVPD basis.

Cartesian coordinates (Å):
O: -0.0349 -1.8991 -1.5043
C: 0.4334 -1.5515 -0.2248
C: 0.1040 -0.1327 0.1533
N: -0.1692 0.7596 -0.7599
N: -0.4198 1.9656 -0.0304
C: -0.2310 1.6075 1.2805
N: 0.1628 0.3629 1.4214
H: 0.2378 -1.2057 -2.1212
H: 1.5248 -1.6820 -0.1309
H: -0.0298 -2.2408 0.4870
H: -1.2518 1.7003 -0.6707
H: -0.3264 2.3159 2.1001

Cartesian forces (eV/Å) of the 3 atoms listed first:
O 0.1 0.2 -0.1
C 0.1 -0.1 0.4
C 0.5 -0.1 -0.3

Atomic charges from the Mulliken analysis, expressed in e, are listed below:
1. O -0.52
2. C -0.32
3. C 0.49
4. N -0.48
5. N -0.29
6. C 0.01
7. N -0.49
8. H 0.33
9. H 0.20
10. H 0.27
11. H 0.39
12. H 0.41

For each record above, in turn, the calculated energy above the lowest of the compared OMol25 structures with the same formula, charge and spin values are 0.0, 285.5 kJ/mol.